A.
A cluster of 2 separate species, C6H14O in total, computed with ωB97M-V/def2-TZVPD.

Geometry (Å):
C1 0.22 0.90 -1.05
C2 0.30 1.95 0.04
C3 0.97 1.39 1.29
C4 0.30 0.09 1.70
C5 0.31 -0.96 0.64
O1 -1.44 -1.08 -0.54
C6 -1.28 -2.11 -1.49
H1 -0.39 1.26 -1.90
H2 -0.79 -0.21 -0.81
H3 1.21 0.63 -1.44
H4 0.85 2.84 -0.29
H5 -0.72 2.28 0.30
H6 2.03 1.18 1.07
H7 0.95 2.11 2.11
H8 -0.73 0.25 2.03
H9 0.82 -0.36 2.56
H10 1.23 -1.08 0.07
H11 -0.14 -1.90 0.93
H12 -0.33 -2.00 -2.04
H13 -2.10 -2.12 -2.21
H14 -1.28 -3.08 -0.97

## Properties
* charge: 0
* HOMO (spin up / spin down): -7.52 / -7.52 eV

Atomic partial charges in e from the natural (NBO) method, atoms 1 to 4: number 1, C, carries -0.71; number 2, C, carries -0.42; number 3, C, carries -0.39; number 4, C, carries -0.50

=====

B.
A cluster of 2 separate species, C6H14O in total, computed with ωB97M-V/def2-TZVPD.

Geometry (Å):
C1 1.61 1.45 -1.32
C2 0.73 0.33 -0.98
C3 0.03 0.41 0.15
C4 -0.88 -0.58 0.89
C5 -0.39 -0.57 2.38
C6 -1.46 -0.96 3.43
H1 2.52 1.24 -1.91
H2 1.92 1.99 -0.35
H3 1.10 2.19 -2.01
H4 0.79 -0.67 -1.47
H5 0.04 1.48 0.52
H6 -2.04 -0.46 0.91
H7 -0.89 -1.68 0.38
H8 0.48 -1.29 2.37
H9 0.01 0.40 2.35
H10 -1.68 -0.12 4.02
H11 -1.18 -1.82 3.93
H12 -2.47 -1.21 3.05
O1 0.93 -0.06 -5.28
H13 0.68 -0.43 -6.13
H14 0.17 0.35 -4.92

## Properties
* SMILES: C/C=C/CCC.O
* charge: 0
* HOMO: -9.07 eV

Atomic partial charges in e from the natural (NBO) method, atoms 1 to 4: number 1, C, carries -0.65; number 2, C, carries -0.20; number 3, C, carries -0.20; number 4, C, carries -0.43

=====

It turns out B is the most stable, with the second structure 0.1004 hartree higher.

=====

A.
The molecule C6H14O, computed with ωB97M-V/def2-TZVPD.

Geometry (Å):
C1 -2.69 -0.15 -0.91
O1 -1.90 -0.18 0.27
C2 -0.60 -0.84 0.15
C3 0.68 0.03 0.27
C4 1.87 -0.87 0.64
C5 1.10 0.76 -1.05
C6 0.37 1.06 1.33
H1 -3.01 -1.15 -1.23
H2 -2.16 0.36 -1.71
H3 -3.61 0.44 -0.69
H4 -0.43 -1.31 -0.83
H5 -0.68 -1.63 0.95
H6 1.66 -1.43 1.56
H7 2.78 -0.28 0.82
H8 2.13 -1.60 -0.14
H9 0.34 1.46 -1.42
H10 1.37 0.09 -1.89
H11 2.00 1.37 -0.87
H12 -0.56 1.56 1.03
H13 1.17 1.79 1.46
H14 0.18 0.53 2.27

## Properties
* SMILES: COCC(C)(C)C
* charge: 0
* HOMO: -9.67 eV

Atomic partial charges in e from the natural (NBO) method, atoms 1 to 4: number 1, C, carries -0.24; number 2, O, carries -0.56; number 3, C, carries -0.07; number 4, C, carries -0.08

=====

B.
A cluster of 2 separate species, C6H14O in total, computed with ωB97M-V/def2-TZVPD.

Geometry (Å):
C1 0.49 1.57 1.20
C2 0.28 0.87 0.06
C3 -0.60 1.44 -1.09
C4 -1.63 2.45 -0.53
C5 0.97 -0.49 -0.25
C6 1.96 -0.96 0.82
H1 0.09 2.54 1.49
H2 1.26 1.19 1.94
H3 -1.12 0.74 -1.72
H4 -0.02 1.85 -1.91
H5 -2.16 1.95 0.35
H6 -2.49 2.51 -1.25
H7 -0.88 3.23 -0.21
H8 1.55 -0.26 -1.18
H9 0.22 -1.29 -0.48
H10 2.66 -0.13 1.00
H11 2.49 -1.85 0.48
H12 1.36 -1.12 1.73
O1 -1.76 -4.58 -0.03
H13 -0.90 -4.35 0.25
H14 -1.75 -5.31 -0.67

## Properties
* SMILES: C=C(CC)CC.O
* charge: 0
* HOMO: -9.28 eV

Atomic partial charges in e from the natural (NBO) method, atoms 1 to 4: number 1, C, carries -0.46; number 2, C, carries 0.05; number 3, C, carries -0.45; number 4, C, carries -0.63

=====

C.
The molecule C6H14O, computed with ωB97M-V/def2-TZVPD.

Geometry (Å):
C1 0.62 3.39 0.68
C2 0.94 1.92 0.93
C3 -0.04 0.98 0.23
C4 0.35 -0.49 0.35
C5 -0.60 -1.39 -0.42
O1 -0.10 -2.71 -0.40
C6 -0.85 -3.57 -1.21
H1 1.34 4.05 1.18
H2 -0.38 3.65 1.06
H3 0.64 3.62 -0.39
H4 1.96 1.71 0.58
H5 0.94 1.72 2.01
H6 -1.05 1.14 0.63
H7 -0.09 1.25 -0.84
H8 0.37 -0.80 1.40
H9 1.36 -0.65 -0.05
H10 -1.62 -1.36 0.02
H11 -0.69 -1.04 -1.46
H12 -1.88 -3.70 -0.84
H13 -0.34 -4.54 -1.22
H14 -0.90 -3.20 -2.25

## Properties
* SMILES: CCCCCOC
* charge: 0
* HOMO: -9.81 eV

Atomic partial charges in e from the natural (NBO) method, atoms 1 to 4: number 1, C, carries -0.60; number 2, C, carries -0.39; number 3, C, carries -0.39; number 4, C, carries -0.41

=====

It turns out C is the most stable, with the second structure 0.0134 hartree higher.